56
Properties=species:S:1:pos:R:3 method="wB97M-V/def2-TZVPD" homo_lumo_gap_ev=9.74 relative_energy_kcal_mol=49.9 mol_weight_g_mol=422.91 lumo_energy_ev=0.5 smiles="COc1c(C)cc(C(=O)NCCCOCCNC(=O)C#C[C@H]2CCOC2)cc1Cl"
C 5.486 6.362 -2.557
O 4.132 6.211 -2.976
C 3.617 4.969 -2.725
C 3.610 4.009 -3.739
C 4.205 4.330 -5.081
C 3.037 2.772 -3.480
C 2.494 2.473 -2.237
C 1.901 1.108 -2.048
O 1.454 0.468 -2.989
N 1.930 0.607 -0.789
C 1.437 -0.725 -0.493
C -0.086 -0.816 -0.514
C -0.573 -2.179 -0.083
O -0.052 -3.156 -0.957
C -0.373 -4.462 -0.544
C 0.078 -5.444 -1.596
N -0.720 -5.410 -2.810
C -0.196 -5.224 -4.064
O -0.595 -5.836 -5.034
C 0.888 -4.258 -4.153
C 1.761 -3.443 -4.271
C 2.811 -2.448 -4.423
C 4.157 -3.008 -4.899
C 4.841 -1.755 -5.453
O 3.806 -0.817 -5.760
C 2.539 -1.410 -5.512
C 2.490 3.436 -1.238
C 3.046 4.678 -1.490
Cl 3.007 5.895 -0.256
H 5.781 7.376 -2.816
H 5.583 6.221 -1.479
H 6.136 5.652 -3.076
H 3.881 3.602 -5.822
H 3.907 5.325 -5.409
H 5.296 4.312 -5.043
H 3.006 2.018 -4.256
H 2.418 1.118 -0.076
H 1.851 -1.435 -1.210
H 1.819 -1.001 0.493
H -0.506 -0.071 0.167
H -0.448 -0.590 -1.518
H -0.248 -2.394 0.947
H -1.669 -2.213 -0.100
H 0.131 -4.691 0.406
H -1.456 -4.560 -0.386
H 1.125 -5.257 -1.841
H 0.018 -6.448 -1.168
H -1.471 -6.083 -2.852
H 2.939 -1.914 -3.476
H 4.728 -3.489 -4.106
H 3.985 -3.741 -5.688
H 5.504 -1.298 -4.713
H 5.420 -1.969 -6.353
H 2.155 -1.901 -6.415
H 1.847 -0.635 -5.193
H 2.024 3.261 -0.277



72
Properties=species:S:1:pos:R:3 method="wB97M-V/def2-TZVPD" homo_lumo_gap_ev=10.57 mol_weight_g_mol=702.41 lumo_energy_ev=0.2 smiles="CCOC(=O)CCCOC(=O)OC(F)(F)C(F)F.CCOC(=O)C(F)(F)F.CCOC(=O)C(F)(F)F.CCOC(=O)C(F)(F)F"
C -2.279 0.689 -7.012
C -3.902 0.588 -7.020
O -4.376 0.975 -5.701
C -5.461 0.158 -5.272
O -6.553 0.245 -5.868
C -5.251 -0.815 -3.995
C -3.772 -0.522 -3.414
C -3.333 -1.524 -2.244
O -2.688 -0.839 -1.118
C -2.058 -1.893 -0.378
O -2.784 -2.790 0.062
O -0.660 -1.762 -0.184
C -0.035 -3.001 0.105
F -0.370 -3.504 1.399
F -0.339 -3.963 -0.910
C 1.583 -2.902 0.109
F 2.031 -4.213 0.457
F 1.993 -2.054 1.161
H -1.819 -0.268 -7.421
H -1.914 0.834 -5.931
H -1.948 1.580 -7.661
H -4.211 -0.467 -7.323
H -4.300 1.326 -7.804
H -6.071 -0.557 -3.237
H -5.375 -1.902 -4.352
H -3.732 0.569 -3.058
H -3.048 -0.664 -4.288
H -2.528 -2.221 -2.687
H -4.248 -2.135 -1.951
H 2.014 -2.635 -0.908
C -3.189 4.414 2.235
C -2.119 3.621 1.508
O -2.653 2.981 0.337
C -2.868 3.782 -0.723
O -2.644 4.963 -0.738
C -3.402 2.980 -1.906
F -4.433 2.179 -1.564
F -2.454 2.178 -2.439
F -3.847 3.759 -2.904
H -4.041 3.773 2.475
H -2.793 4.842 3.157
H -3.571 5.229 1.616
H -1.751 2.826 2.160
H -1.260 4.245 1.245
C 4.415 0.480 0.709
C 3.142 0.892 1.424
O 3.430 1.748 2.541
C 3.747 3.021 2.239
O 3.798 3.459 1.119
C 3.997 3.831 3.506
F 4.838 3.209 4.356
F 2.856 4.057 4.190
F 4.536 5.036 3.252
H 5.112 0.014 1.410
H 4.196 -0.222 -0.097
H 4.928 1.343 0.280
H 2.651 0.005 1.827
H 2.431 1.373 0.746
C 2.502 -3.608 4.028
C 3.224 -3.423 5.348
O 4.620 -3.742 5.223
C 5.379 -2.819 4.604
O 4.960 -1.779 4.166
C 6.839 -3.258 4.564
F 6.984 -4.523 4.120
F 7.410 -3.212 5.785
F 7.590 -2.485 3.761
H 2.654 -4.621 3.647
H 1.432 -3.429 4.144
H 2.882 -2.925 3.266
H 2.810 -4.111 6.088
H 3.097 -2.412 5.743



55
Properties=species:S:1:pos:R:3 method="wB97M-V/def2-TZVPD" homo_lumo_gap_ev=9.36 relative_energy_kcal_mol=11.0 mol_weight_g_mol=386.47 lumo_energy_ev=0.4 smiles="Cc1n[nH]c(C)c1CN(C)C(=O)[C@H]1CCC(=O)N(CCc2cccc(F)c2)C1"
C -6.095 -1.681 -1.877
C -5.208 -1.936 -0.710
N -5.028 -3.155 -0.235
N -4.207 -3.027 0.809
C -3.847 -1.744 1.035
C -4.482 -0.996 0.058
C -4.397 0.481 -0.139
N -3.054 0.904 -0.526
C -2.345 1.679 0.319
O -2.750 1.957 1.436
C -0.988 2.191 -0.156
C -0.775 3.627 0.319
C 0.562 4.121 -0.208
C 1.719 3.162 -0.002
O 2.871 3.533 -0.134
N 1.425 1.874 0.297
C 0.098 1.330 0.487
H 0.080 0.319 0.065
H -0.116 1.249 1.563
C 2.528 0.963 0.526
H 2.245 0.245 1.300
H 3.376 1.555 0.879
C 2.941 0.230 -0.762
C 4.153 -0.615 -0.505
C 5.416 -0.034 -0.487
C 6.540 -0.793 -0.214
C 6.425 -2.148 0.048
C 5.164 -2.712 0.031
C 4.029 -1.971 -0.238
H 3.066 -2.458 -0.242
F 5.031 -4.033 0.286
H 7.287 -2.760 0.261
H 7.515 -0.330 -0.207
H 5.513 1.021 -0.690
H 3.166 0.985 -1.517
H 2.115 -0.389 -1.117
H 0.843 5.068 0.254
H 0.499 4.301 -1.286
H -1.582 4.269 -0.041
H -0.798 3.647 1.409
H -0.902 2.162 -1.243
C -2.605 0.453 -1.823
H -3.201 -0.413 -2.104
H -1.561 0.142 -1.798
H -2.732 1.227 -2.585
H -4.632 1.006 0.790
H -5.101 0.795 -0.917
C -2.943 -1.345 2.141
H -1.919 -1.660 1.934
H -3.256 -1.809 3.076
H -2.956 -0.265 2.261
H -3.937 -3.842 1.336
H -6.481 -2.628 -2.242
H -5.554 -1.184 -2.683
H -6.931 -1.046 -1.586



53
Properties=species:S:1:pos:R:3 method="wB97M-V/def2-TZVPD" total_charge=+2 homo_lumo_gap_ev="5.41 / 7.58" mol_weight_g_mol=499.07 lumo_energy_ev="-9.2 / -7.0" s_squared=1.116 spin_multiplicity=2
Fe -1.935 0.952 1.025
C -2.941 -0.037 2.794
C -3.914 0.303 1.771
C -3.917 1.673 1.612
C -2.983 2.217 2.535
C -2.387 1.133 3.255
H -2.732 -1.031 3.162
H -4.560 -0.391 1.254
H -4.574 2.234 0.966
H -2.791 3.269 2.698
H -1.645 1.227 4.034
C -2.047 1.035 -4.530
C -2.835 1.524 -3.317
Sb -1.767 1.085 -1.546
C 0.290 1.004 -2.059
C 0.792 -0.329 -2.619
C -2.281 -0.978 -1.216
C -2.352 -1.873 -2.460
H -2.586 1.329 -5.432
H -1.946 -0.048 -4.548
H -1.056 1.482 -4.590
H -3.799 1.031 -3.200
H -3.012 2.597 -3.337
H 0.819 1.274 -1.149
H 0.446 1.813 -2.775
H 0.662 -1.148 -1.908
H 1.859 -0.252 -2.838
H 0.296 -0.606 -3.547
H -3.257 -0.952 -0.730
H -1.561 -1.386 -0.493
H -3.102 -1.505 -3.161
H -2.644 -2.885 -2.180
H -1.399 -1.936 -2.978
N 7.392 -3.757 2.331
C 6.476 -3.075 2.206
C 5.323 -2.219 2.052
C 4.049 -2.774 1.985
C 2.941 -1.957 1.847
C 3.119 -0.584 1.778
C 4.379 -0.018 1.841
C 5.485 -0.841 1.976
N 1.962 0.286 1.632
C 1.989 1.652 1.418
C 0.704 2.055 1.302
N -0.123 0.953 1.463
C 0.681 -0.093 1.644
H 3.927 -3.847 2.038
H 1.964 -2.417 1.791
H 4.531 1.051 1.799
H 6.476 -0.410 2.025
H 2.901 2.220 1.384
H 0.324 3.051 1.150
H 0.358 -1.101 1.845